Entry 1:
Density functional theory data (ωB97M-V/def2-TZVPD) for a structure of composition ClHOS.

As for the charge: 0. The calculation puts the highest occupied orbital energy at -0.318 Eh. The largest force on an atom is 7.306 eV/Å. The value obtained for the total energy is -25409.988 eV. Its energy relative to the best compared isomer or geometry (same formula, charge and spin) is 916.92 kJ/mol. For the orbital gap, the calculation gives 3.05 eV.

XYZ file:
```
4
Properties=species:S:1:pos:R:3:forces:R:3
H -3.109461 0.576647 1.266777 0.39 -0.08 -0.11
O 1.488960 -0.483578 1.063408 0.73 3.00 -4.94
S 1.698253 0.511303 -0.817068 -3.43 -4.64 4.48
Cl -0.077751 -0.604372 -1.513117 2.32 1.72 0.57
```
Positions in Å, forces in eV/Å.

***

Entry 2:
Density functional theory data (ωB97M-V/def2-TZVPD) for a structure of composition C35H45N9O5PSeTl.

As for the charge: +2. The calculation puts the highest occupied orbital energy at -0.495 Eh. The largest force on an atom is 0.736 eV/Å. The value obtained for the total energy is -139990.304 eV. For the orbital gap, the calculation gives 8.13 eV.

XYZ file:
```
97
Properties=species:S:1:pos:R:3:forces:R:3
Tl -0.222626 -0.252637 -0.445619 -0.30 0.67 -0.06
Se -6.893331 -0.482254 4.026932 -0.46 0.00 0.24
N -5.422956 -1.440596 4.021216 0.45 -0.28 0.09
C -4.657906 -0.984562 3.060681 -0.38 0.20 0.00
C -3.352775 -1.521102 2.742760 0.34 -0.02 -0.14
C -2.786041 -2.598904 3.430177 -0.06 0.09 -0.09
C -1.548999 -3.063829 3.042729 -0.06 -0.01 0.05
C -0.895041 -2.425765 1.993731 0.15 -0.05 0.00
N -1.411506 -1.385137 1.359610 -0.08 0.15 0.05
C -2.626739 -0.936359 1.699129 0.03 -0.30 0.29
C -3.188297 0.157178 0.907242 -0.23 0.27 -0.13
N -2.463352 0.621294 -0.126521 -0.03 -0.16 0.06
C -2.966884 1.570164 -0.902183 -0.03 0.06 -0.06
C -4.223143 2.124440 -0.690685 -0.01 0.04 0.00
C -4.976153 1.677416 0.371153 0.05 -0.08 0.06
C -4.460222 0.670244 1.192450 0.29 0.06 -0.29
C -5.201836 0.108062 2.301131 -0.13 -0.27 0.34
N -6.392528 0.513492 2.667683 0.12 0.35 -0.36
H -3.345223 -3.045922 4.241576 0.04 -0.04 0.01
H -1.085337 -3.905234 3.537411 0.01 0.00 -0.01
H 0.076426 -2.764572 1.649591 -0.01 0.03 -0.03
H -2.346341 1.896135 -1.726683 0.08 0.00 0.03
H -4.585596 2.891304 -1.360713 -0.02 -0.01 0.02
H -5.961598 2.071084 0.583617 0.00 0.01 -0.02
C 0.746634 -5.540717 -1.140192 0.00 0.01 -0.01
C 1.337832 -4.437886 -2.029999 -0.04 -0.01 0.00
C 2.870365 -4.486402 -1.984315 0.00 0.01 0.00
C 0.839579 -4.596971 -3.473052 0.00 -0.01 0.00
C 0.885462 -3.134692 -1.522344 0.04 0.03 0.01
C 0.507839 -2.064843 -1.107379 0.22 -0.44 -0.22
H 1.043661 -6.519552 -1.518581 0.00 0.01 0.01
H -0.342605 -5.488964 -1.131069 0.00 -0.02 -0.01
H 1.106145 -5.443686 -0.114791 0.01 -0.02 0.00
H 3.220838 -5.452355 -2.349947 -0.01 0.00 0.00
H 3.230706 -4.352975 -0.963458 0.01 -0.02 0.00
H 3.303871 -3.704206 -2.608768 0.00 -0.01 -0.01
H 1.155279 -5.562485 -3.870488 0.00 0.01 0.01
H 1.245324 -3.811738 -4.112228 0.01 -0.01 0.00
H -0.249120 -4.547019 -3.512522 0.00 -0.02 -0.01
O 2.210399 -2.016536 7.466851 -0.06 -0.07 -0.03
C 2.551242 -0.675109 7.198156 0.02 0.11 0.05
N 2.917061 -0.620374 5.803799 -0.02 0.05 0.17
C 2.134883 -0.031870 4.873087 -0.05 -0.19 -0.03
O 1.141334 0.629833 5.122912 0.04 -0.05 0.05
C 2.542999 -0.233509 3.439266 0.16 0.05 -0.03
C 3.846944 -0.383319 2.985132 -0.12 0.02 -0.05
C 4.065749 -0.492115 1.618350 0.06 -0.01 0.02
C 2.985031 -0.433355 0.759453 -0.01 -0.07 -0.08
N 1.729143 -0.268172 1.188742 0.14 -0.05 0.21
C 1.525038 -0.182332 2.500580 -0.06 0.05 0.06
H 2.047703 -2.127729 8.409740 0.04 0.02 0.01
H 3.400777 -0.351849 7.805261 -0.01 -0.04 0.01
H 1.712766 0.003940 7.347926 0.01 0.03 -0.03
H 3.616835 -1.289702 5.526727 0.01 0.02 -0.15
H 4.684835 -0.385620 3.670897 0.00 -0.03 0.01
H 5.063297 -0.617256 1.221663 0.00 0.02 0.00
H 3.123516 -0.541221 -0.311455 -0.03 0.00 0.01
H 0.508041 -0.033882 2.835178 0.06 -0.07 0.03
C 2.086937 3.956784 -0.491589 0.09 0.12 -0.09
O 1.519231 3.223301 0.607714 -0.17 -0.38 -0.03
P 0.158913 2.377960 0.448228 -0.22 0.55 0.25
O -0.150297 1.994603 1.948662 -0.10 0.00 -0.22
C -0.188042 2.858037 3.107304 -0.02 0.20 0.24
O -0.912121 3.473606 -0.026069 0.29 -0.47 -0.15
C -0.980592 4.835800 0.441586 -0.06 0.16 0.08
H 2.320998 4.959108 -0.139634 -0.02 -0.02 0.03
H 1.402327 4.018204 -1.338458 -0.03 -0.02 0.03
H 3.009851 3.471329 -0.804200 -0.01 -0.05 0.04
H 0.035229 2.230548 3.967195 0.03 0.02 -0.06
H -1.185679 3.283339 3.204976 -0.01 -0.01 -0.07
H 0.552878 3.651518 3.027597 0.03 -0.05 -0.05
H -1.204980 5.458809 -0.420254 0.02 0.00 0.01
H -0.044192 5.156308 0.894425 0.04 -0.05 -0.04
H -1.780186 4.926181 1.174854 -0.01 -0.07 -0.03
C 1.968994 2.862227 -4.948459 -0.05 -0.14 0.05
C 2.498996 2.105455 -3.747779 -0.03 0.08 -0.10
N 1.358898 1.705355 -2.928711 0.01 0.09 -0.09
C 0.236855 1.143272 -3.490359 -0.12 -0.06 0.18
N -0.569446 0.471978 -2.700762 -0.06 0.16 -0.03
C -1.698605 -0.233116 -3.312330 0.10 0.00 -0.10
C -2.270503 0.554454 -4.476671 0.12 -0.07 0.04
C -1.153500 0.794783 -5.471035 -0.13 -0.03 0.05
N 0.012426 1.367220 -4.801372 0.04 0.01 -0.04
C 1.017235 1.947568 -5.694937 0.12 0.08 0.00
H 2.785610 3.159010 -5.604182 -0.01 0.01 -0.01
H 1.444974 3.760782 -4.617711 0.02 0.02 -0.01
H 3.154971 2.732415 -3.145895 0.00 -0.01 0.03
H 3.070974 1.233408 -4.082635 0.04 0.01 0.04
H 1.585704 1.322217 -2.028473 0.02 -0.11 0.04
H -2.462488 -0.401212 -2.553305 0.00 -0.03 0.02
H -1.368127 -1.219596 -3.655077 -0.03 -0.02 0.03
H -2.661549 1.511946 -4.123131 -0.04 0.00 -0.02
H -3.081679 0.006900 -4.954751 -0.01 0.02 0.00
H -1.471544 1.494381 -6.243751 0.05 0.01 -0.02
H -0.874368 -0.142108 -5.963505 0.01 0.02 -0.02
H 0.488686 2.503106 -6.468816 -0.04 -0.03 0.00
H 1.575811 1.144848 -6.188236 -0.03 0.00 -0.02
```
Positions in Å, forces in eV/Å.

***

Entry 3:
Density functional theory data (ωB97M-V/def2-TZVPD) for a structure of composition C27H50As2Cl2O5RuSi3.

As for the charge: +2. The calculation puts the highest occupied orbital energy (alpha / beta) at -0.450 / -0.470 Eh. The largest force on an atom is 2.279 eV/Å. The value obtained for the total energy is -211949.181 eV. Its energy relative to the best compared isomer or geometry (same formula, charge and spin) is 2399.14 kJ/mol. Its expectation value of S² is 6.294. The multiplicity is 5. For the orbital gap (alpha / beta), the calculation gives 6.03 / 5.73 eV.

XYZ file:
```
90
Properties=species:S:1:pos:R:3:forces:R:3
Ru -0.726696 -0.646183 -1.464942 -0.88 -0.66 -0.85
O 0.156799 2.479162 0.900685 0.00 -0.04 0.05
C -0.436952 1.556577 0.415678 0.09 0.00 -0.02
O 0.035010 0.952571 -0.687229 0.06 0.01 0.15
C -1.818787 1.132888 0.898092 -0.09 -0.01 -0.06
C -2.845599 1.401203 -0.225888 -0.04 0.06 -0.02
C -4.256446 1.451411 0.343112 0.02 -0.05 -0.01
C -4.500900 -0.037966 0.694110 0.00 0.01 -0.02
C -3.214056 -0.696415 0.201443 -0.11 -0.04 0.14
O -2.859451 0.129891 -0.957892 0.08 -0.21 0.14
C -2.056300 -0.392036 1.158198 0.16 0.00 -0.09
C -0.784572 -1.223988 0.924472 -0.20 -0.20 0.89
O 0.209061 -0.890916 1.603560 -0.20 -0.24 0.02
O -0.838164 -2.206093 0.105043 0.37 0.65 -0.20
H -2.040638 1.727280 1.779790 0.04 0.04 -0.02
H -2.579228 2.203257 -0.910054 0.03 -0.02 -0.01
H -4.959047 1.800700 -0.410159 0.00 0.01 0.00
H -4.317377 2.114368 1.203404 -0.01 0.01 -0.01
H -5.362053 -0.436359 0.162982 0.00 0.00 0.01
H -4.652783 -0.206030 1.758840 -0.01 -0.01 0.00
H -3.300361 -1.737728 -0.095137 0.04 0.01 -0.05
H -2.334638 -0.589085 2.194256 -0.01 0.15 0.02
C -3.241233 -0.409346 -4.713146 -0.02 -0.04 -0.08
Si -1.856464 0.687487 -5.290912 0.09 -0.02 0.35
C -1.102378 0.316164 -6.942141 -0.06 0.00 -0.08
C -2.219119 2.485858 -4.993790 0.01 0.01 0.05
As -0.078421 0.286777 -3.667780 0.29 0.17 0.05
Si 0.247854 -1.941118 -3.163403 -0.25 1.21 0.24
C 0.903107 -2.453325 -6.019228 -1.58 -1.05 1.26
C -1.496911 -2.745678 -2.728676 1.35 -0.09 0.13
C 3.745252 -1.994767 -2.871435 0.12 0.03 0.22
Si 1.445022 2.162836 -3.277817 -0.01 -0.29 -0.34
C 2.874856 1.550028 -2.265390 0.01 0.09 0.09
C 0.379657 3.466650 -2.501116 0.02 -0.01 0.11
C 1.902082 2.480502 -5.058508 0.01 0.06 0.03
H -4.190289 -0.114688 -5.167106 0.02 0.02 -0.04
H -3.349486 -0.316182 -3.629983 -0.06 0.01 -0.01
H -3.068618 -1.456204 -4.967664 0.00 0.00 0.00
H -1.609066 0.886542 -7.724344 -0.02 0.00 0.01
H -1.190367 -0.742989 -7.183830 0.03 -0.01 0.02
H -0.046635 0.592760 -6.962665 0.00 0.02 -0.03
H -2.907519 2.874870 -5.747612 -0.01 -0.05 -0.02
H -1.320659 3.103962 -5.018755 -0.01 0.01 -0.04
H -2.690077 2.610837 -4.016085 -0.01 0.04 -0.01
H -0.453559 -3.627928 -4.757936 0.30 0.06 0.05
H 0.802047 -4.399187 -5.711300 1.23 -0.05 -0.47
H 0.982210 -2.046255 -7.012538 0.44 -0.22 -0.06
H -1.638179 -3.091346 -3.758805 -0.69 0.17 0.05
H -2.397794 -2.245745 -2.376438 -0.01 0.16 -0.15
H -1.269009 -3.621089 -2.122415 -0.16 0.06 0.14
H 3.619481 -1.165936 -3.557908 0.00 -0.03 -0.04
H 3.783899 -2.958746 -3.363719 0.02 -0.01 0.05
H 4.599840 -1.854545 -2.217217 0.01 0.07 -0.03
H 2.538255 0.846143 -1.506375 0.01 0.00 0.03
H 3.328453 2.390654 -1.733653 0.00 0.02 -0.04
H 3.645091 1.103438 -2.895457 -0.01 -0.03 0.00
H 0.553311 3.501557 -1.424790 0.01 0.00 0.00
H -0.679501 3.266872 -2.664458 -0.01 0.05 -0.02
H 0.609097 4.445579 -2.927789 0.01 -0.01 -0.02
H 2.377317 1.592309 -5.480969 0.02 0.03 -0.02
H 2.595563 3.317124 -5.169186 0.00 0.01 0.06
H 1.019551 2.708323 -5.660853 0.02 0.02 0.00
Cl 0.894721 -3.339145 -4.668178 0.40 0.01 -0.95
C 1.201595 -4.644578 -3.757404 -1.15 0.19 -0.54
Cl 2.302103 -1.995150 -1.759700 0.05 -0.20 -0.16
H 2.253778 -3.111358 -4.561270 -0.02 0.03 0.16
H 1.430733 -5.429745 -3.055259 0.18 -0.02 -0.10
C 0.764430 -3.502224 3.116586 -0.06 0.00 -0.04
As 1.909053 -2.449610 1.974503 0.29 0.14 0.23
C 2.607096 -1.100353 3.162611 -0.04 0.03 0.01
C 3.549246 -3.560158 1.578953 -0.17 -0.03 -0.03
C 4.028481 -4.191605 2.839089 0.05 -0.03 -0.04
C 3.563069 -5.452991 3.214872 0.00 0.00 0.00
C 4.024460 -6.054299 4.373498 -0.02 0.01 0.01
C 4.950846 -5.398861 5.175182 0.00 -0.01 0.01
C 5.417269 -4.142651 4.812010 -0.02 0.01 0.01
C 4.956057 -3.540184 3.652707 0.01 0.00 0.00
H 1.375977 -3.955340 3.895250 -0.01 -0.01 0.00
H 0.249133 -4.274546 2.550471 0.01 0.00 -0.01
H 0.040675 -2.825102 3.564984 0.00 0.00 0.00
H 3.035159 -1.589467 4.036291 0.01 0.00 -0.01
H 1.788531 -0.451651 3.460586 0.00 0.00 0.00
H 3.370373 -0.509218 2.660217 0.00 -0.02 -0.02
H 4.256779 -2.842964 1.164541 0.01 -0.02 -0.02
H 3.265591 -4.286457 0.820029 0.02 0.00 -0.01
H 2.846503 -5.970991 2.586830 0.02 -0.01 -0.01
H 3.668073 -7.037392 4.649935 0.00 0.00 0.00
H 5.314848 -5.870939 6.077507 0.00 0.00 0.00
H 6.145971 -3.635170 5.429549 0.00 0.00 0.00
H 5.335164 -2.566054 3.365236 0.01 -0.01 -0.01
```
Positions in Å, forces in eV/Å.

***

Entry 4:
Density functional theory data (ωB97M-V/def2-TZVPD) for the ion C3H6NO2 with charge +1.

As for the charge: +1. The calculation puts the highest occupied orbital energy at -0.570 Eh. The largest force on an atom is 5.193 eV/Å. The value obtained for the total energy is -8784.913 eV. Its SMILES is OC1=[NH+]COC1. Its energy relative to the best compared isomer or geometry (same formula, charge and spin) is 103.10 kJ/mol. For the orbital gap, the calculation gives 10.90 eV.

XYZ file:
```
12
Properties=species:S:1:pos:R:3:forces:R:3
O 2.215063 0.249495 0.067440 -3.79 2.63 0.12
C 0.882177 0.157534 0.144768 1.84 0.07 -1.11
N 0.125846 -0.895490 0.016079 0.13 3.06 0.61
C -1.246647 -0.410371 0.251116 -3.07 -4.13 0.68
O -1.278858 0.929074 -0.099780 0.86 -0.54 0.86
C 0.048024 1.427329 0.183589 0.12 -1.92 -2.95
H 2.614904 -0.556212 0.223520 1.79 -3.04 0.36
H 0.348745 -1.847277 0.111187 0.63 -1.41 -0.11
H -1.498600 -0.770380 1.303464 0.44 1.62 -0.50
H -1.995159 -1.179164 -0.253316 1.36 2.37 -0.16
H 0.217367 1.943111 1.070948 -0.17 1.01 1.77
H 0.373135 2.002828 -0.694999 -0.14 0.27 0.42
```
Positions in Å, forces in eV/Å.